Record 1
Density functional theory data (wB97M-V/def2-TZVPD) for a molecular structure, C28H60BBeFN4O16Pb.

Each line ends with the Löwdin charge.
Geometry (Å):
Be 0.395 -2.013 1.096  0.97
Pb 0.914 2.064 -1.697  1.70
O -1.711 -0.681 0.151  0.06
C -2.669 -0.227 -0.473  -0.33
O -3.915 -0.634 -0.435  0.26
B -4.753 0.374 -1.129  -0.93
O -3.811 1.255 -1.804  0.32
C -2.636 1.016 -1.398  -0.40
O -1.614 1.563 -1.689  0.02
O -5.640 1.077 -0.225  0.25
C -6.862 1.118 -0.648  -0.38
O -7.798 1.691 -0.094  0.15
C -6.908 0.262 -1.893  -0.32
O -5.632 -0.197 -2.114  0.23
O -7.877 0.043 -2.586  0.18
F 1.037 -0.262 -0.580  -0.52
C -2.944 -2.184 2.498  -0.06
O -1.557 -1.992 2.741  -0.24
C -1.347 -1.286 3.950  -0.20
C 0.145 -1.278 4.285  -0.19
N 0.920 -0.630 3.251  0.00
C 2.329 -0.838 3.612  -0.18
C 3.284 -0.690 2.409  -0.22
O 2.929 -1.678 1.491  -0.20
C 3.690 -1.394 0.315  -0.10
H -3.121 -2.718 1.565  0.08
H -3.387 -1.191 2.425  0.10
H -3.378 -2.738 3.331  0.11
H -1.856 -1.749 4.795  0.13
H -1.866 -0.328 3.942  0.12
H 0.408 -2.326 4.428  0.11
H 0.309 -0.830 5.265  0.14
H 0.828 0.355 3.452  0.06
H 2.596 -1.812 4.021  0.12
H 2.719 -0.137 4.350  0.13
H 4.316 -0.766 2.754  0.14
H 3.113 0.342 2.104  0.12
H 3.656 -0.359 -0.024  0.07
H 3.343 -2.002 -0.521  0.07
H 4.742 -1.620 0.488  0.11
C 3.734 0.212 -2.823  -0.09
O 2.388 0.586 -2.942  -0.39
C 1.687 -0.249 -3.896  -0.17
C 0.256 0.182 -4.195  -0.17
N 0.009 1.643 -4.118  -0.12
C 0.817 2.369 -5.048  -0.18
C 1.040 3.812 -4.575  -0.17
O 1.544 3.880 -3.245  -0.36
C 1.915 5.190 -2.877  -0.08
H 4.383 0.936 -2.332  0.11
H 4.218 0.104 -3.793  0.10
H 3.832 -0.770 -2.359  0.08
H 1.572 -1.268 -3.527  0.11
H 2.248 -0.156 -4.826  0.13
H -0.483 -0.355 -3.600  0.12
H 0.011 -0.257 -5.162  0.14
H -0.916 1.785 -4.499  0.14
H 0.361 2.320 -6.037  0.15
H 1.809 1.922 -5.118  0.12
H 0.154 4.428 -4.725  0.13
H 1.793 4.289 -5.203  0.14
H 2.241 5.253 -1.839  0.09
H 1.101 5.888 -3.075  0.10
H 2.677 5.667 -3.493  0.11
C -2.168 -3.935 -0.590  -0.06
O -1.202 -3.898 0.491  -0.25
C -1.172 -5.104 1.284  -0.15
C -0.157 -4.964 2.466  -0.14
N 1.090 -4.189 2.240  -0.03
C 2.071 -4.872 1.381  -0.16
C 1.803 -5.050 -0.144  -0.17
O 1.315 -3.782 -0.486  -0.26
C 1.124 -3.497 -1.935  -0.03
H -2.040 -4.826 -1.205  0.10
H -2.054 -3.099 -1.279  0.09
H -3.202 -3.998 -0.250  0.10
H -0.876 -5.975 0.699  0.12
H -2.168 -5.305 1.679  0.13
H 0.014 -5.918 2.964  0.13
H -0.672 -4.355 3.209  0.10
H 1.587 -4.210 3.119  0.12
H 2.497 -5.720 1.917  0.13
H 2.932 -4.203 1.404  0.11
H 1.081 -5.839 -0.356  0.12
H 2.686 -5.214 -0.762  0.14
H 2.077 -3.313 -2.431  0.08
H 0.464 -2.637 -2.046  0.07
H 0.708 -4.323 -2.512  0.10
C -1.492 4.855 -2.072  -0.05
O -0.448 4.225 -1.313  -0.36
C -0.252 4.884 -0.023  -0.16
C 0.814 4.155 0.773  -0.19
N 0.706 2.666 0.758  -0.15
C -0.526 2.210 1.432  -0.17
C -0.578 2.521 2.930  -0.16
O 0.606 2.061 3.580  -0.25
C 0.723 2.446 4.900  -0.09
H -1.481 4.447 -3.083  0.09
H -1.366 5.930 -1.937  0.10
H -2.461 4.716 -1.593  0.10
H -1.159 4.773 0.571  0.13
H 0.004 5.933 -0.172  0.14
H 0.813 4.503 1.806  0.12
H 1.805 4.461 0.436  0.11
H 1.408 2.373 1.423  0.10
H -0.445 1.124 1.380  0.09
H -1.463 2.456 0.932  0.13
H -1.447 2.094 3.432  0.13
H -0.622 3.591 3.131  0.12
H 1.691 2.190 5.330  0.10
H -0.121 2.067 5.477  0.11
H 0.773 3.534 4.934  0.10

The total energy comes out at -2857.58502 hartree. Its charge is +2.

Record 2
Density functional theory data (wB97M-V/def2-TZVPD) for a molecular structure, C28H60CrN4Sb.

Each line ends with the Löwdin spin population.
Geometry (Å):
Cr -0.612 2.277 0.186  2.93
C 2.502 3.760 -0.278  0.00
C 1.244 4.635 -0.269  0.01
N 0.068 4.013 -0.950  0.01
C -1.057 4.990 -1.048  0.00
C -2.355 4.224 -1.144  0.00
N -2.451 3.293 0.013  -0.01
C -2.972 3.915 1.269  0.00
C -1.926 4.098 2.361  0.00
C -1.505 2.793 3.021  0.00
N -0.539 2.008 2.194  -0.02
C 0.881 2.267 2.561  0.00
C 1.764 1.416 1.671  0.00
N 1.348 1.548 0.246  -0.01
C 2.313 2.291 -0.612  0.00
H 3.211 4.149 -1.010  0.00
H 3.002 3.866 0.687  0.00
H 0.919 4.853 0.751  0.00
H 1.454 5.602 -0.731  0.00
H 0.349 3.771 -1.899  0.00
H -1.035 5.605 -0.147  0.00
H -0.918 5.658 -1.899  0.00
H -3.215 4.894 -1.176  0.00
H -2.375 3.618 -2.053  0.00
H -3.084 2.539 -0.244  0.00
H -3.447 4.864 1.018  0.00
H -3.757 3.257 1.646  0.00
H -1.047 4.636 1.986  0.00
H -2.349 4.749 3.128  0.00
H -1.041 2.980 3.990  0.00
H -2.376 2.160 3.191  0.00
H -0.736 1.016 2.323  0.00
H 1.073 3.334 2.420  0.00
H 1.044 2.040 3.616  0.00
H 2.814 1.682 1.800  0.00
H 1.660 0.361 1.936  0.00
H 1.375 0.575 -0.129  0.00
H 3.283 1.794 -0.550  0.00
H 1.970 2.155 -1.641  0.00
C 0.741 -2.547 -3.605  0.00
C 0.518 -3.265 -2.272  0.00
C -0.984 -3.285 -1.982  0.00
C 1.031 -4.696 -2.406  0.00
Sb 1.357 -2.017 -0.689  0.00
C 3.516 -1.964 -1.088  0.00
C 4.241 -1.276 0.071  0.00
C 4.174 -3.315 -1.357  0.00
C 3.690 -1.069 -2.321  0.00
C 1.026 -3.147 1.166  0.00
C 0.881 -4.658 1.013  0.00
C -0.285 -2.583 1.728  0.00
C 2.135 -2.878 2.180  0.00
H 0.144 -3.042 -4.377  0.00
H 1.780 -2.599 -3.929  0.00
H 0.434 -1.498 -3.576  0.00
H -1.510 -3.802 -2.791  0.00
H -1.393 -2.274 -1.913  0.00
H -1.218 -3.813 -1.055  0.00
H 0.506 -5.173 -3.240  0.00
H 0.845 -5.302 -1.524  0.00
H 2.095 -4.741 -2.631  0.00
H 4.353 -1.916 0.943  0.00
H 3.734 -0.359 0.397  0.00
H 5.247 -0.989 -0.252  0.00
H 4.024 -4.018 -0.535  0.00
H 5.253 -3.185 -1.487  0.00
H 3.796 -3.774 -2.270  0.00
H 3.286 -0.067 -2.154  0.00
H 3.214 -1.465 -3.216  0.00
H 4.757 -0.957 -2.539  0.00
H 0.022 -4.936 0.402  0.00
H 0.729 -5.105 2.001  0.00
H 1.773 -5.115 0.582  0.00
H -1.128 -2.726 1.046  0.00
H -0.214 -1.506 1.920  0.00
H -0.527 -3.080 2.672  0.00
H 3.064 -3.379 1.910  0.00
H 1.829 -3.266 3.156  0.00
H 2.353 -1.813 2.307  0.00
C -5.079 0.350 -0.191  0.01
C -3.993 -0.664 0.202  0.01
C -4.060 -1.885 -0.717  0.01
C -4.195 -1.102 1.662  0.00
C -2.687 0.015 0.103  0.10
C -1.634 0.630 0.041  -0.07
H -6.053 -0.139 -0.217  0.00
H -4.895 0.770 -1.182  0.00
H -5.143 1.162 0.539  0.00
H -5.049 -2.338 -0.634  0.00
H -3.320 -2.631 -0.433  0.00
H -3.895 -1.614 -1.760  0.00
H -5.185 -1.545 1.777  0.00
H -4.126 -0.251 2.342  0.00
H -3.453 -1.844 1.955  0.00

As for the expectation value of S²: 3.80. As for the spin multiplicity: 4. The total energy comes out at -2606.05591 hartree. Its charge is +2.